One molecule with the formula C9H7ClO in a non-equilibrium geometry. Source: the OMol25 dataset; level of theory: ωB97M-V with the def2-TZVPD basis set.

Last column: Mulliken charge in e.
Positions of all 18 atoms, in Å:
C  2.508  -0.422  -0.513  -0.408
C  1.762  -1.655  -0.451  -0.596
C  1.859  0.780  -0.582  -0.850
C  0.405  -1.569  -0.169  -0.691
C  0.555  0.869  -0.250  -0.299
C  -0.207  -0.270  -0.077  1.028
C  -2.299  1.013  -0.165  0.308
C  -2.019  1.151  1.267  -0.813
C  -1.578  -0.251  0.129  0.739
O  -2.861  1.565  -1.069  -0.508
Cl  -2.564  -1.656  0.187  -0.230
H  3.641  -0.500  -0.755  0.247
H  2.326  -2.508  -0.603  0.467
H  2.276  1.657  -0.751  0.527
H  -0.130  -2.441  0.136  0.313
H  0.055  1.910  0.043  0.128
H  -1.043  1.488  1.608  0.301
H  -2.685  0.838  2.015  0.334

Summary:
E_tot: -882.4576 Eh
Gap between HOMO and LUMO: 8.8 eV
Net charge: 0
2S+1: 1
LUMO energy: 0.38 eV
Energy above the lowest of the compared OMol25 structures with the same formula, charge and spin: 29.9 kcal/mol
SMILES string: O=C1C[C@]1(Cl)c1ccccc1